Entry 1:
A cluster of 2 separate species, C4H7N2 in total in a non-equilibrium geometry, computed with wB97M-V/def2-TZVPD.

## Properties
HOMO level (spin up / spin down): -0.4795 / -0.5605 Eh
ΔE to the lowest compared entry with this formula, charge and spin: 698.91 kJ/mol
orbital gap (spin up / spin down): 5.46 / 11.20 eV

ORCA input file:
```
! RIJCOSX wB97M-V def2-TZVPD def2/J DEFGRID3
* xyz 1 1
C -0.688 0.103 -0.093
C 3.941 -0.403 -0.342
C 0.376 0.617 0.181
C -3.010 -0.057 0.487
N 3.042 -0.195 0.449
N -1.911 -0.116 -0.439
H 4.073 -0.080 -1.402
H 4.891 -0.993 -0.161
H 1.105 1.202 0.578
H -2.960 0.962 1.007
H -3.904 -0.053 -0.142
H -2.774 -0.813 1.290
H -2.181 -0.174 -1.414
*
```

Atom charges from the natural (NBO) analysis, given in e for atoms 1 to 4: C 0.182; C -0.192; C 0.102; C -0.442

***

Entry 2:
A structure of composition C23H32N7SSiV, computed with wB97M-V/def2-TZVPD.

## Properties
⟨S²⟩: 2.021
HOMO level (spin up / spin down): -0.2650 / -0.2649 Eh
ΔE to the lowest compared entry with this formula, charge and spin: 92.77 kJ/mol
orbital gap (spin up / spin down): 6.78 / 6.49 eV

ORCA input file:
```
! RIJCOSX wB97M-V def2-TZVPD def2/J DEFGRID3
* xyz 0 3
V 0.471 -0.560 0.464
C 2.064 3.445 -0.228
C 1.893 2.038 0.211
N 0.894 1.275 0.055
N -0.348 1.263 -0.490
C -1.269 2.121 0.047
N -2.500 1.872 -0.453
S -1.000 3.336 1.171
C 2.971 1.237 0.889
C 4.221 1.730 1.202
C 5.129 0.876 1.824
C 4.759 -0.427 2.090
C 3.482 -0.849 1.732
N 2.604 -0.033 1.162
H 1.108 3.879 -0.503
H 2.754 3.482 -1.076
H 2.490 4.048 0.576
H -2.644 0.995 -0.928
H -3.276 2.320 -0.002
H 4.481 2.753 0.969
H 6.116 1.233 2.085
H 5.436 -1.126 2.560
H 3.143 -1.868 1.881
C 0.545 0.942 3.859
C -0.648 0.150 3.422
C -1.745 -0.050 4.230
C -2.830 -0.770 3.714
C -2.820 -1.260 2.435
C -1.678 -1.024 1.634
N -0.623 -0.339 2.173
N -1.436 -1.387 0.366
Si -2.292 -2.523 -0.624
C -4.052 -1.957 -0.934
C -1.375 -2.607 -2.239
C -2.324 -4.212 0.166
H 0.516 1.126 4.932
H 0.543 1.900 3.333
H 1.473 0.427 3.616
H -1.758 0.347 5.234
H -3.699 -0.940 4.339
H -3.660 -1.810 2.035
H -4.095 -0.924 -1.290
H -4.678 -2.023 -0.042
H -4.513 -2.585 -1.702
H -1.257 -1.609 -2.673
H -1.906 -3.227 -2.965
H -0.381 -3.036 -2.090
H -2.765 -4.182 1.166
H -1.304 -4.597 0.253
H -2.909 -4.917 -0.430
C 2.110 -1.572 -1.703
C 1.897 -2.666 -0.695
C 2.278 -3.986 -0.727
C 1.831 -4.561 0.495
C 1.192 -3.569 1.203
C 0.497 -3.626 2.524
N 1.234 -2.406 0.481
H 2.316 -2.028 -2.672
H 2.947 -0.914 -1.452
H 1.225 -0.937 -1.882
H 2.809 -4.473 -1.531
H 1.952 -5.585 0.817
H 0.760 -4.543 3.052
H -0.592 -3.604 2.420
H 0.766 -2.783 3.166
*
```

Atom charges from the natural (NBO) analysis, given in e for atoms 1 to 4: V 1.467; C -0.679; C 0.284; N -0.321

***

Entry 3:
A structure of composition C36H45NO3OsP2S in a non-equilibrium geometry, computed with wB97M-V/def2-TZVPD.

## Properties
HOMO level (spin up / spin down): -0.4709 / -0.4709 Eh
ΔE to the lowest compared entry with this formula, charge and spin: 96.85 kJ/mol
orbital gap (spin up / spin down): 4.96 / 4.80 eV

ORCA input file:
```
! RIJCOSX wB97M-V def2-TZVPD def2/J DEFGRID3
* xyz 2 1
Os 1.280 1.210 -0.132
C -5.857 -2.316 -0.574
S -4.563 -3.574 -0.569
C -3.784 -3.267 1.047
C -2.338 -2.792 0.923
C -2.243 -1.536 0.070
N -0.962 -0.787 0.183
P -0.816 0.784 0.796
C -1.064 0.868 2.566
C -0.353 1.813 3.302
C -0.562 1.928 4.668
C -1.476 1.097 5.301
C -2.199 0.163 4.570
C -2.001 0.050 3.204
C -2.096 1.826 0.084
C -1.901 2.432 -1.159
C -2.883 3.230 -1.719
C -4.078 3.431 -1.038
C -4.276 2.854 0.207
C -3.285 2.066 0.775
P 0.313 -0.911 -0.913
C -0.337 -1.283 -2.543
C -1.017 -0.308 -3.277
C -1.616 -0.635 -4.480
C -1.546 -1.939 -4.957
C -0.876 -2.913 -4.233
C -0.269 -2.591 -3.029
C 1.407 -2.259 -0.481
C 2.547 -2.490 -1.258
C 3.389 -3.539 -0.941
C 3.110 -4.351 0.155
C 1.991 -4.110 0.939
C 1.142 -3.056 0.630
H -6.465 -2.503 -1.458
H -5.461 -1.302 -0.636
H -6.498 -2.415 0.300
H -3.823 -4.186 1.629
H -4.387 -2.528 1.581
H -1.742 -3.592 0.476
H -1.920 -2.601 1.916
H -3.048 -0.837 0.321
H -2.393 -1.777 -0.982
H 0.327 2.499 2.807
H -0.020 2.672 5.236
H -1.636 1.187 6.367
H -2.923 -0.472 5.063
H -2.578 -0.677 2.648
H -0.963 2.317 -1.693
H -2.715 3.704 -2.676
H -4.847 4.055 -1.472
H -5.194 3.029 0.750
H -3.444 1.654 1.762
H -1.094 0.707 -2.911
H -2.139 0.123 -5.048
H -2.019 -2.194 -5.896
H -0.826 -3.928 -4.604
H 0.246 -3.365 -2.476
H 2.763 -1.877 -2.126
H 4.262 -3.734 -1.551
H 3.769 -5.175 0.395
H 1.776 -4.745 1.788
H 0.277 -2.862 1.247
C 4.483 3.692 -1.305
C 3.017 3.381 -1.510
C 2.500 3.894 -2.848
O 2.822 1.910 -1.488
C 2.154 3.938 -0.397
O 2.271 5.025 0.060
O 1.155 3.110 0.084
H 5.065 3.364 -2.166
H 4.879 3.227 -0.401
H 4.584 4.772 -1.204
H 3.117 3.503 -3.660
H 2.575 4.980 -2.865
H 1.456 3.620 -3.011
H 2.793 1.611 -2.407
C 4.653 0.504 0.967
C 3.418 -0.245 1.453
C 3.673 -0.843 2.853
C 2.156 0.605 1.652
H 5.514 -0.164 0.995
H 4.880 1.357 1.612
H 4.554 0.854 -0.056
H 3.203 -1.085 0.792
H 3.809 -0.060 3.602
H 4.589 -1.435 2.825
H 2.856 -1.491 3.169
H 2.351 1.593 2.099
H 1.411 0.115 2.278
*
```

Atom charges from the Mulliken analysis, given in e for atoms 1 to 4: Os 3.418; C -0.814; S -0.084; C -1.086

***

Entry 4:
A cluster of 2 separate species, C2H8S2 in total in a non-equilibrium geometry, computed with wB97M-V/def2-TZVPD.

## Properties
HOMO level: -0.3218 Eh
ΔE to the lowest compared entry with this formula, charge and spin: 53.33 kJ/mol
orbital gap: 9.00 eV
SMILES: CC.SS

ORCA input file:
```
! RIJCOSX wB97M-V def2-TZVPD def2/J DEFGRID3
* xyz 0 1
S -1.024 1.238 -0.360
S -1.611 -0.765 -0.411
H -1.958 1.611 -1.227
H -0.478 -1.453 -0.238
C 2.156 -0.752 0.086
C 2.672 -0.249 1.449
H 1.402 -1.512 0.250
H 2.952 -1.076 -0.584
H 1.674 0.103 -0.392
H 3.742 -0.106 1.550
H 2.117 0.657 1.711
H 2.392 -0.909 2.274
*
```

Atom charges from the natural (NBO) analysis, given in e for atoms 1 to 4: S -0.127; S -0.150; H 0.138; H 0.138

***

Entry 5:
A structure of composition C18H48NbO15S4 in a non-equilibrium geometry, computed with wB97M-V/def2-TZVPD.

## Properties
HOMO level: -0.1687 Eh
orbital gap: 6.20 eV

ORCA input file:
```
! RIJCOSX wB97M-V def2-TZVPD def2/J DEFGRID3
* xyz -1 1
C 6.351 0.951 0.984
C 5.857 0.466 -0.506
O 4.572 -0.252 -0.530
Nb 4.708 -2.183 0.309
C 2.415 -2.473 0.154
C 1.574 -1.367 1.068
C 0.601 -0.404 0.146
C -1.000 -0.526 0.497
O -1.490 -1.015 1.666
O -2.031 -0.062 -0.491
H 7.377 1.546 0.845
H 6.585 0.085 1.735
H 5.605 1.713 1.484
H 5.684 1.467 -1.134
H 6.732 -0.100 -1.088
H 4.832 -3.015 -1.293
H 6.529 -2.089 0.333
H 4.564 -1.403 1.960
H 4.876 -3.784 1.202
H 2.034 -2.433 -0.975
H 2.129 -3.551 0.580
H 0.983 -1.977 1.900
H 2.349 -0.653 1.607
H 0.876 0.737 0.198
H 0.706 -0.705 -1.004
H -2.524 0.698 -0.038
O -0.463 -5.819 4.757
S -1.895 -5.632 4.792
O -2.686 -5.554 3.583
O -2.239 -4.345 5.733
C -1.652 -3.091 5.409
C -2.297 -2.471 4.184
C -2.610 -6.881 5.831
H -0.569 -3.196 5.278
H -1.810 -2.429 6.268
H -2.107 -3.070 3.289
H -1.903 -1.467 4.002
H -3.383 -2.411 4.308
H -2.047 -6.933 6.765
H -2.545 -7.831 5.299
H -3.656 -6.630 6.017
O -5.755 -0.853 -3.264
S -6.932 -0.594 -2.465
O -7.098 0.637 -1.725
O -7.176 -1.854 -1.459
C -6.130 -2.226 -0.571
C -5.986 -1.237 0.570
C -8.371 -0.820 -3.479
H -5.186 -2.344 -1.116
H -6.390 -3.209 -0.160
H -5.665 -0.257 0.207
H -5.245 -1.584 1.296
H -6.945 -1.094 1.080
H -8.280 -1.762 -4.022
H -8.418 0.015 -4.179
H -9.257 -0.819 -2.841
O 5.747 3.691 0.774
S 6.177 4.964 0.243
O 7.401 5.601 0.680
O 4.952 6.033 0.367
C 4.389 6.273 1.650
C 5.312 7.107 2.519
C 6.220 4.859 -1.529
H 4.129 5.328 2.140
H 3.453 6.823 1.495
H 6.233 6.566 2.751
H 4.828 7.365 3.466
H 5.599 8.029 2.002
H 5.290 4.411 -1.881
H 7.068 4.231 -1.803
H 6.353 5.862 -1.939
O -0.581 1.312 -3.304
S -0.997 1.827 -4.590
O -1.672 3.100 -4.722
O -1.868 0.684 -5.362
C -3.021 0.159 -4.717
C -4.167 1.153 -4.725
C 0.402 1.835 -5.682
H -2.781 -0.161 -3.698
H -3.323 -0.736 -5.274
H -3.930 2.036 -4.126
H -5.076 0.704 -4.313
H -4.371 1.500 -5.744
H 0.907 0.869 -5.621
H 1.073 2.631 -5.355
H 0.057 2.034 -6.698
*
```

Atom charges from the Mulliken analysis, given in e for atoms 1 to 4: C -0.526; C -0.037; O -0.695; Nb -0.361